86
Properties=species:S:1:pos:R:3:forces:R:3 method="wB97M-V/def2-TZVPD" e_lumo_ev=-3.60 orbital_gap_ha=0.2285 total_charge=+1 homo_energy_ev=-9.818 spin_multiplicity=1
C 5.68268 1.23016 -1.22363 -0.849 0.146 0.245
S 4.84580 0.60581 -2.65120 1.097 0.604 -0.144
O 4.67166 1.68198 -3.57875 -0.952 1.120 -0.030
O 5.56544 -0.49471 -3.15147 0.673 -1.950 -0.045
C 3.18647 0.00279 -2.18181 -0.724 0.077 0.035
C 2.69738 0.26312 -0.74461 -1.022 0.273 -0.847
N 1.89889 1.52477 -0.86467 0.359 0.510 0.131
C 2.04595 1.88872 -2.20502 -0.825 -0.624 0.994
N 2.00353 3.10162 -2.60971 -0.461 1.507 -0.250
N 2.21100 0.79745 -2.92131 1.273 -0.151 -1.681
H 5.26636 2.17763 -0.91490 -0.218 0.341 -0.042
H 6.70684 1.37278 -1.51330 0.467 -0.096 -0.275
H 5.60017 0.54457 -0.39958 0.206 -0.472 0.240
H 3.09707 -1.02299 -2.50106 0.408 -0.421 0.085
H 1.99485 -0.52660 -0.55669 0.021 -0.528 0.702
H 3.45088 0.38710 0.00654 0.279 -0.178 0.322
H 0.90745 1.31515 -0.77727 -0.067 0.103 0.594
H 2.36121 3.41780 -3.50264 -0.214 -0.308 -0.114
H 1.66340 3.80666 -1.96799 0.267 0.036 0.040
H 2.32726 0.88368 -3.92702 0.229 -0.049 0.044
C 3.68456 4.34698 1.33074 -0.045 -0.038 -0.061
C 2.53040 3.63480 2.02170 -0.055 0.285 -0.033
N 2.92876 2.86264 3.17876 0.058 -0.234 0.019
C 1.86612 2.00478 3.68035 -0.143 -0.179 -0.032
C 0.60266 2.66340 4.24745 -0.015 -0.080 0.057
C 3.68156 3.58852 4.19242 0.232 0.216 0.071
C 3.02489 4.81647 4.83681 0.022 -0.045 0.080
H 4.45436 3.63624 1.01998 0.040 0.005 0.089
H 3.31691 4.86189 0.43951 0.003 0.015 0.006
H 4.14693 5.10146 1.96504 0.030 0.001 -0.011
H 2.08491 2.94869 1.29784 -0.093 -0.081 0.107
H 1.75595 4.38218 2.25956 0.012 0.020 -0.043
H 2.28780 1.33934 4.43712 0.083 0.065 0.026
H 1.56342 1.34608 2.85698 0.035 0.066 -0.069
H 0.76722 3.06964 5.24311 0.015 0.076 -0.020
H -0.18806 1.91626 4.33823 0.011 -0.011 -0.012
H 0.22493 3.46044 3.60656 0.017 0.014 -0.008
H 4.62848 3.90286 3.74751 -0.037 -0.009 -0.083
H 3.97102 2.88337 4.97397 -0.118 -0.095 -0.026
H 2.50549 5.44038 4.10808 0.010 -0.006 -0.024
H 3.78809 5.43616 5.30966 0.017 -0.012 -0.013
H 2.31594 4.53956 5.61432 -0.076 0.022 -0.045
C 0.24610 -2.80335 -2.39780 0.052 0.008 0.009
C -1.20575 -2.78265 -2.85444 0.194 -0.087 -0.090
N -1.74160 -1.44407 -3.00776 -0.297 0.217 0.129
C -3.18601 -1.42550 -3.21564 -0.239 -0.135 0.075
C -3.73159 -2.06366 -4.49855 -0.077 0.101 -0.004
C -0.98512 -0.55345 -3.86112 0.333 0.138 -0.083
C -0.75557 -0.95234 -5.32698 0.031 0.101 0.001
H 0.36207 -2.27277 -1.44798 -0.036 0.035 -0.011
H 0.57010 -3.83300 -2.24987 0.008 -0.009 0.022
H 0.91701 -2.35881 -3.13776 -0.015 -0.023 -0.013
H -1.80166 -3.29916 -2.09812 -0.112 0.061 -0.035
H -1.28897 -3.37903 -3.77516 0.023 -0.031 0.020
H -3.53890 -0.39258 -3.15563 0.142 0.057 -0.026
H -3.64853 -1.93022 -2.36222 0.126 -0.062 0.040
H -3.57957 -1.42808 -5.36923 0.059 -0.033 -0.033
H -4.80797 -2.21028 -4.40071 0.000 -0.009 0.023
H -3.28832 -3.03880 -4.69930 0.012 -0.008 0.014
H -0.00652 -0.40694 -3.39214 -0.002 -0.087 -0.008
H -1.45155 0.43632 -3.83286 -0.172 -0.076 0.033
H -0.51842 -2.01066 -5.43516 0.004 -0.020 0.027
H 0.08416 -0.38709 -5.74180 -0.005 -0.004 0.009
H -1.61939 -0.73115 -5.94864 -0.036 -0.083 -0.018
C -2.47331 -1.34575 0.84544 0.076 0.070 -0.056
C -3.52799 -1.54415 1.92262 0.230 -0.037 0.069
N -4.56764 -2.47565 1.53694 -0.160 -0.022 -0.022
C -5.69219 -2.48724 2.45978 -0.211 0.129 0.100
C -5.45130 -2.97301 3.89467 -0.084 -0.061 -0.007
C -4.10908 -3.77984 1.09009 0.184 -0.139 -0.172
C -3.26872 -4.62364 2.05937 -0.039 -0.089 -0.044
H -2.92322 -0.99450 -0.08472 0.004 -0.072 -0.035
H -1.74947 -0.59639 1.17528 -0.017 0.019 0.027
H -1.91654 -2.26136 0.63885 -0.006 0.001 -0.016
H -3.99535 -0.57578 2.11994 -0.115 -0.060 0.048
H -3.02210 -1.83798 2.85683 0.016 0.033 -0.002
H -6.49691 -3.07895 2.01673 0.069 -0.061 -0.065
H -6.08238 -1.46608 2.50858 0.092 0.041 -0.035
H -5.37231 -4.05733 3.95117 0.078 -0.005 0.001
H -6.29625 -2.68506 4.52235 -0.004 0.019 -0.013
H -4.55511 -2.53685 4.33636 0.015 0.009 -0.013
H -3.52887 -3.63734 0.17374 0.012 0.074 0.023
H -4.97913 -4.35836 0.77221 -0.092 0.067 0.095
H -2.52620 -4.02698 2.59117 -0.004 0.031 -0.008
H -2.73073 -5.39614 1.50599 -0.010 0.010 -0.017
H -3.88582 -5.13402 2.79583 0.022 0.055 0.075